This record from the OMol25 dataset describes a cluster of 2 separate species, C2H10N2O in total in a non-equilibrium geometry. The level of theory is ωB97M-V/def2-TZVPD.

Cartesian coordinates (Å):
1 O -3.116 0.582 2.298
2 N 2.621 0.130 -1.122
3 N -1.148 -0.245 -0.182
4 C 1.405 -0.202 -0.420
5 C 0.075 -0.249 -1.136
6 H 1.524 -1.251 0.072
7 H -1.012 0.598 0.484
8 H 1.188 0.674 0.260
9 H -0.036 0.778 -1.657
10 H 2.706 -0.632 -1.819
11 H -2.481 1.305 2.601
12 H -1.267 -1.066 0.411
13 H 3.494 0.053 -0.588
14 H 0.011 -0.983 -1.953
15 H -3.963 0.506 2.751

Properties
E_HOMO = -9.1078 eV
orbital gap = 9.896 eV
SMILES = NCCN.O

This record from the OMol25 dataset describes a cluster of 2 separate species, C23H27B2Cl4O3S2 in total in a non-equilibrium geometry. The level of theory is ωB97M-V/def2-TZVPD.

Cartesian coordinates (Å):
1 Cl -3.365 0.008 -3.709
2 Cl -1.429 -2.326 -4.098
3 Cl 4.435 -1.379 -5.364
4 Cl -0.631 0.493 -4.969
5 S 0.454 -1.345 2.978
6 S 1.351 -1.818 0.170
7 O -0.940 1.790 0.149
8 O -1.480 -0.488 0.277
9 O -1.072 -0.256 -2.373
10 C 3.907 -2.803 -0.315
11 C -2.369 1.770 0.446
12 C 3.271 -0.944 -4.188
13 C 0.303 -0.403 4.414
14 C -2.672 0.208 0.752
15 C 1.398 -1.541 -2.785
16 C -0.122 -1.031 5.685
17 C 1.301 -0.221 -2.352
18 C 3.411 -0.310 -0.070
19 C 1.015 1.172 2.841
20 C 3.024 -1.646 -0.085
21 C 0.699 0.910 4.198
22 C 0.979 0.024 2.049
23 C 1.193 -0.062 0.661
24 C -3.072 2.288 -0.809
25 C 2.400 -1.914 -3.676
26 C 2.184 0.739 -2.855
27 C -2.791 -0.116 2.233
28 C 0.027 0.328 -1.680
29 C -3.816 -0.400 -0.049
30 C -2.535 2.727 1.614
31 C 2.380 0.587 0.206
32 C 3.177 0.385 -3.761
33 B -0.719 0.503 -0.323
34 B -1.522 -0.482 -3.666
35 H 0.095 1.410 -1.926
36 H -3.698 0.306 2.682
37 H -1.165 -1.373 5.639
38 H 4.442 -0.029 -0.267
39 H -3.892 -1.466 0.196
40 H -2.930 1.607 -1.665
41 H -3.604 -0.337 -1.127
42 H -3.559 2.755 1.997
43 H 3.697 -3.598 0.412
44 H -4.788 0.065 0.157
45 H -2.275 3.743 1.293
46 H 1.263 2.135 2.412
47 H -1.911 0.247 2.778
48 H -1.851 2.466 2.430
49 H 0.517 -1.900 5.883
50 H 0.641 -2.270 -2.500
51 H -0.020 -0.309 6.499
52 H 0.722 1.655 4.993
53 H 3.760 -3.204 -1.328
54 H -2.817 -1.203 2.366
55 H 4.949 -2.480 -0.211
56 H 2.061 1.782 -2.544
57 H -4.149 2.434 -0.671
58 H -2.635 3.255 -1.087
59 H 3.842 1.142 -4.167
60 H 2.467 -2.940 -4.018
61 H 2.463 1.661 0.227

Properties
total charge = -1
E_HOMO = -4.7336 eV
orbital gap = 6.410 eV

This record from the OMol25 dataset describes an isolated molecule of C3H3Cl2N in a non-equilibrium geometry. The level of theory is ωB97M-V/def2-TZVPD.

Cartesian coordinates (Å):
1 Cl 2.272 1.223 -0.141
2 Cl 2.138 -1.578 -0.112
3 N -0.528 1.169 -0.582
4 C 1.332 -0.119 0.145
5 C -1.465 -0.750 0.305
6 C -0.267 0.065 0.014
7 H 0.286 1.629 -0.980
8 H -2.184 -0.013 0.268
9 H -1.583 -1.627 1.083

Properties
E_HOMO (spin up / spin down) = -9.3311 / -8.3266 eV
orbital gap (spin up / spin down) = 8.491 / 7.200 eV

This record from the OMol25 dataset describes the ion C5H4IN2 with charge +1 in a non-equilibrium geometry. The level of theory is ωB97M-V/def2-TZVPD.

Cartesian coordinates (Å):
1 I -3.741 -0.047 0.032
2 N 0.263 1.200 0.002
3 N -0.783 -0.818 0.087
4 C 0.456 -0.355 0.144
5 C -1.740 0.229 -0.044
6 C 1.618 -1.011 0.004
7 C 2.764 -1.439 -0.055
8 C -1.048 1.399 -0.015
9 H -1.191 -1.724 -0.040
10 H -1.325 2.465 -0.103
11 H 0.977 1.830 0.271
12 H 3.751 -1.728 -0.283

Properties
total charge = +1
E_HOMO (spin up / spin down) = -12.8474 / -12.8473 eV
orbital gap (spin up / spin down) = 7.876 / 7.875 eV
SMILES = C#Cc1[nH]cc(I)[nH+]1

This record from the OMol25 dataset describes an isolated molecule of C4H8S in a non-equilibrium geometry. The level of theory is ωB97M-V/def2-TZVPD.

Cartesian coordinates (Å):
1 S 0.122 2.260 -0.075
2 C 0.747 0.647 -0.195
3 C 0.409 -0.488 -1.115
4 C 0.202 -0.677 0.340
5 C -1.161 -0.718 1.080
6 H 1.016 -1.200 0.742
7 H 0.849 2.672 -1.109
8 H -1.793 0.201 1.101
9 H -1.146 -0.948 2.094
10 H -1.872 -1.466 0.760
11 H 1.758 0.804 -0.011
12 H 1.196 -0.962 -1.781
13 H -0.325 -0.123 -1.832

Properties
E_HOMO = -8.7567 eV
orbital gap = 9.698 eV
SMILES = C[C@H]1C[C@H]1S

This record from the OMol25 dataset describes a cluster of 12 separate species, C42H84O18S6 in total in a non-equilibrium geometry. The level of theory is ωB97M-V/def2-TZVPD.

Cartesian coordinates (Å):
1 S -1.011 -0.610 0.703
2 S -1.210 7.437 -2.581
3 S 2.422 -3.851 -3.076
4 S 4.255 -0.371 2.620
5 S -5.643 0.246 5.030
6 S -4.932 -3.883 -0.919
7 O 1.084 -3.278 -2.778
8 O 4.025 -1.688 1.992
9 O -4.714 -4.359 -2.257
10 O -1.158 8.544 -1.671
11 O 4.301 1.169 -5.142
12 O 3.104 0.448 2.997
13 O -4.801 2.693 -1.121
14 O 0.591 -5.657 -0.881
15 O 2.654 -4.845 -4.129
16 O -6.982 0.769 4.983
17 O -0.758 3.958 3.306
18 O -4.056 -3.199 -5.783
19 O -5.638 -2.573 -0.644
20 O -2.160 0.227 0.505
21 O 2.342 4.601 1.154
22 O -4.868 0.612 6.258
23 O -0.957 7.683 -3.986
24 O -1.065 -1.873 1.409
25 C 0.391 0.375 1.257
26 C 4.516 1.687 -4.151
27 C -0.298 -0.788 -1.034
28 C 3.857 4.052 -0.545
29 C -5.412 -1.544 4.882
30 C 5.211 0.615 1.388
31 C 3.673 -2.443 -3.459
32 C 5.597 -0.390 3.812
33 C 0.509 0.491 -1.224
34 C -4.746 0.509 3.314
35 C 0.681 1.309 0.130
36 C 0.544 5.154 4.925
37 C -2.824 6.410 -2.170
38 C 3.510 4.664 0.853
39 C 0.797 -5.714 0.339
40 C 4.485 -2.115 -2.223
41 C -2.288 5.066 -1.774
42 C -5.154 -5.626 1.227
43 C -0.080 6.203 -1.853
44 C -4.586 -0.919 2.608
45 C 1.545 -6.860 0.999
46 C 4.603 5.115 1.805
47 C -1.001 5.329 -0.957
48 C -4.391 -1.913 3.760
49 C -1.810 -2.404 -5.257
50 C -4.046 -1.429 -4.131
51 C 3.411 1.484 -3.077
52 C -5.426 0.559 -1.608
53 C -3.683 -5.451 0.922
54 C 6.843 0.365 3.270
55 C 0.197 -4.701 1.241
56 C 4.612 -3.563 -1.607
57 C -3.404 -4.108 0.110
58 C -4.397 1.620 -1.595
59 C -0.094 3.862 4.339
60 C -3.002 1.517 -2.126
61 C -3.394 -2.442 -5.077
62 C 3.245 -4.263 -1.504
63 C -5.875 -5.170 -0.109
64 C 6.723 0.346 1.772
65 C 5.772 2.416 -3.716
66 C 0.099 2.554 5.106
67 H -1.135 -1.129 -1.643
68 H -5.096 -0.363 -1.130
69 H -3.212 -3.343 0.862
70 H 3.732 1.337 -2.046
71 H 6.982 -0.589 1.275
72 H -2.028 4.510 -2.675
73 H -0.029 6.080 4.894
74 H 0.057 0.776 2.214
75 H 0.933 -4.011 1.655
76 H 0.511 -1.519 -1.017
77 H -0.010 2.153 0.143
78 H -0.347 -5.133 2.081
79 H 4.847 0.334 0.400
80 H -5.301 -6.678 1.468
81 H 1.449 0.357 -1.757
82 H 7.835 -0.068 3.402
83 H -4.215 -1.959 -3.194
84 H -4.696 -2.916 3.461
85 H -5.396 1.189 2.762
86 H -0.482 2.304 5.994
87 H -3.096 -5.407 1.839
88 H 3.233 -5.350 -1.423
89 H -1.321 -3.359 -5.453
90 H 3.052 -1.717 -3.985
91 H -1.307 -1.896 -4.434
92 H 5.170 -4.236 -2.257
93 H -3.762 0.905 3.567
94 H 1.675 1.748 0.218
95 H -6.871 -4.752 0.042
96 H -5.733 -5.953 -0.854
97 H -6.329 0.848 -1.071
98 H 1.157 2.497 5.362
99 H 0.698 6.675 -1.253
100 H 0.380 5.495 -2.542
101 H 7.352 1.111 1.316
102 H -4.981 -1.067 -4.557
103 H -5.866 0.515 -2.605
104 H 1.294 -7.032 2.046
105 H 5.067 -3.424 -0.626
106 H 2.630 -6.924 1.092
107 H -5.514 -1.185 2.102
108 H -5.455 -5.180 2.175
109 H 4.840 1.622 1.580
110 H -3.378 -2.068 4.131
111 H 6.223 1.857 -2.895
112 H 5.304 5.554 1.095
113 H 3.834 -1.530 -1.573
114 H 1.270 -0.247 1.424
115 H 5.145 0.037 4.708
116 H -2.318 1.573 -1.279
117 H -0.448 4.431 -0.681
118 H -6.443 -1.893 4.822
119 H 5.306 4.360 2.158
120 H 4.900 4.266 -0.778
121 H -3.295 -6.260 0.304
122 H 4.440 -2.630 -4.210
123 H -0.485 -4.128 0.613
124 H -2.905 0.554 -2.627
125 H 0.860 4.954 5.949
126 H -2.839 2.403 -2.740
127 H -5.136 -1.834 5.896
128 H -1.135 5.809 0.012
129 H 4.290 5.839 2.558
130 H -1.639 -1.825 -6.164
131 H -3.494 -0.490 -4.178
132 H 3.690 2.982 -0.667
133 H -0.155 1.775 4.387
134 H -3.904 -0.951 1.758
135 H -3.425 6.440 -3.079
136 H -2.563 -4.262 -0.567
137 H 5.471 -1.653 -2.281
138 H 6.923 1.372 3.677
139 H 3.277 4.431 -1.386
140 H 2.579 -3.841 -0.751
141 H -3.110 4.600 -1.230
142 H 2.618 2.231 -3.121
143 H -0.080 1.161 -1.850
144 H 5.541 3.426 -3.377
145 H 5.807 -1.409 4.137
146 H -3.374 6.869 -1.349
147 H 2.835 0.590 -3.315
148 H 1.487 5.369 4.424
149 H 6.525 2.457 -4.503
150 H 1.355 -7.645 0.267

Properties
E_HOMO = -8.9934 eV
orbital gap = 8.521 eV
SMILES = O=S1(=O)CCCC1.O=S1(=O)CCCC1.O=S1(=O)CCCC1.O=S1(=O)CCCC1.O=S1(=O)CCCC1.O=S1(=O)CCCC1.CC(C)=O.CC(C)=O.CC(C)=O.CC(C)=O.CC(C)=O.CC(C)=O

Q: What is the formula in the second record?
A: C23H27B2Cl4O3S2